No. 1
ORCA calculation (ωB97M-V/def2-TZVPD) on a molecular structure, C5H20NNiO8 in a non-equilibrium geometry.

As for the spin multiplicity: 3. The calculation puts the frontier orbital gap (alpha / beta) at 0.28656 / 0.23999 Ha. The expectation value of S² is 2.0040. The value obtained for the largest force on an atom is 0.0410 Eh/bohr. The net charge is +1.

Element x y z (Å)
1 Ni 24.649510 12.435872 -24.031876
2 N 23.660604 12.958012 -27.052316
3 O 24.218926 13.763253 -27.788458
4 O 24.176536 12.782586 -25.853289
5 O 22.712950 12.268095 -27.361489
6 C 24.113367 14.919985 -22.324955
7 O 23.730347 14.155531 -23.502816
8 H 23.283938 14.955069 -21.619062
9 H 24.927933 14.409713 -21.813589
10 H 24.421352 15.922018 -22.609057
11 H 22.959300 14.589472 -23.886432
12 C 25.436023 16.314766 -26.071499
13 O 26.376883 15.637784 -26.859550
14 H 25.781589 17.265652 -25.672421
15 H 24.548577 16.533587 -26.681633
16 H 25.064659 15.722323 -25.216942
17 H 25.920832 14.833481 -27.144404
18 C 22.226594 8.974146 -28.744320
19 O 22.294010 9.455006 -30.063488
20 H 22.822154 9.660765 -28.135946
21 H 21.219730 9.013537 -28.309307
22 H 22.632783 7.966061 -28.615852
23 H 21.952973 8.787980 -30.665758
24 C 26.221714 9.657364 -24.169765
25 O 25.680132 10.853400 -24.784172
26 H 27.305757 9.620988 -24.300761
27 H 26.043287 9.684099 -23.099222
28 H 25.819806 8.751411 -24.619483
29 H 25.912524 10.825998 -25.721501
30 C 22.591914 10.201023 -24.431688
31 O 23.054268 11.293803 -23.596396
32 H 21.571150 10.397478 -24.754420
33 H 23.175774 10.195653 -25.346813
34 H 22.681466 9.252532 -23.909756
35 H 22.424369 11.461615 -22.888446

Forces on atoms 1 to 6 (eV/Å):
Ni -1.3 -0.2 -1.6
N 0.1 -0.1 -0.8
O -0.3 -0.4 0.8
O 0.8 0.5 0.1
O 0.1 0.2 0.3
C -0.2 0.0 0.3


No. 2
ORCA calculation (ωB97M-V/def2-TZVPD) on a molecular structure, C30H54NO4P2SSb2W in a non-equilibrium geometry.

The calculation puts the frontier orbital gap (alpha / beta) at 0.20224 / 0.19451 Ha. The value obtained for the largest force on an atom is 0.2418 Eh/bohr. The net charge is +3.

Element x y z (Å)
1 W 0.249639 0.030292 -0.008449
2 C -2.451363 -2.080930 3.062472
3 Sb -0.783792 -1.910634 1.668708
4 C 0.411960 -1.319172 3.402639
5 C -0.477207 -4.173416 1.718075
6 C 0.453351 -4.535850 2.795393
7 C -0.029859 -5.017921 4.015326
8 C 0.843591 -5.451588 4.992931
9 C 2.214363 -5.358313 4.786472
10 C 2.702753 -4.832700 3.604698
11 C 1.839067 -4.427682 2.587350
12 C 2.374126 -4.007599 1.290895
13 Sb 2.206232 -1.897575 0.664004
14 C 3.772647 -2.462594 -0.775159
15 C 3.525393 -1.397984 2.354059
16 H -2.658637 -1.138957 3.566818
17 H -2.162320 -2.831751 3.796277
18 H -3.353828 -2.408103 2.561276
19 H 0.991987 -2.180635 3.766282
20 H -0.272563 -1.011906 4.202307
21 H 1.078407 -0.480269 3.149044
22 H -0.126456 -4.510403 0.741520
23 H -1.479310 -4.549043 1.912555
24 H -1.094551 -5.117016 4.156089
25 H 0.469373 -5.864366 5.915482
26 H 2.900338 -5.733205 5.530063
27 H 3.768163 -4.780766 3.440795
28 H 1.956604 -4.624861 0.509831
29 H 3.441380 -4.150852 1.278872
30 H 4.700432 -2.348637 -0.208989
31 H 3.833871 -1.798849 -1.639343
32 H 3.663251 -3.513198 -1.066876
33 H 4.542982 -1.535115 1.954861
34 H 3.357017 -2.107953 3.176534
35 H 3.432022 -0.360741 2.701271
36 C -2.341994 2.297319 -2.162248
37 P -0.783913 1.327479 -2.160798
38 C 0.340255 2.441161 -3.093611
39 C -1.228948 0.118684 -3.513708
40 C -0.295078 -1.087193 -3.535898
41 P -0.305793 -2.019524 -1.928266
42 C -1.781280 -3.101023 -2.103029
43 C 1.008615 -3.241505 -2.353056
44 H -2.678719 2.417541 -3.192336
45 H -2.200403 3.289023 -1.737945
46 H -3.119929 1.785796 -1.597131
47 H -0.200903 2.863825 -3.943820
48 H 1.209231 1.887150 -3.453455
49 H 0.714979 3.251872 -2.467267
50 H -1.176009 0.640387 -4.473387
51 H -2.268200 -0.198092 -3.375586
52 H 0.735486 -0.761584 -3.728528
53 H -0.585087 -1.772068 -4.340446
54 H -1.623826 -3.828317 -2.899657
55 H -2.668199 -2.524824 -2.351266
56 H -1.968683 -3.636304 -1.167101
57 H 0.705162 -3.789410 -3.248382
58 H 1.154908 -3.964886 -1.542407
59 H 1.955244 -2.736158 -2.568010
60 O 2.429182 2.169868 -0.860594
61 S 2.513778 0.864259 -0.346885
62 O 3.703596 0.189481 -0.062376
63 O 1.599229 0.773886 0.889654
64 O 1.615661 0.020891 -1.268981
65 C -4.833010 -1.866338 -0.895746
66 C -4.325579 -0.879230 0.109487
67 C -5.145704 -0.500452 1.159677
68 C -4.691465 0.350969 2.160276
69 C -5.586671 0.758348 3.277102
70 C -3.380950 0.811792 2.100853
71 C -2.551261 0.538510 1.012935
72 C -3.032441 -0.346974 0.031273
73 N -1.222902 1.054507 0.861872
74 C -1.021257 2.460270 1.401382
75 C -2.275994 3.354869 1.468851
76 C -0.054854 3.210924 0.459239
77 C -0.359635 2.341382 2.788549
78 H -5.907864 -1.996978 -0.797202
79 H -4.377744 -2.840948 -0.719099
80 H -4.625572 -1.551823 -1.916269
81 H -6.151883 -0.882066 1.216627
82 H -6.214899 -0.068641 3.596134
83 H -6.253999 1.552435 2.941433
84 H -5.031952 1.138260 4.130395
85 H -3.021848 1.422215 2.908474
86 H -2.410850 -0.528684 -0.865084
87 H -3.013869 3.054065 0.731739
88 H -1.993178 4.382987 1.258563
89 H -2.737315 3.361848 2.448902
90 H -0.569475 3.639370 -0.400963
91 H 0.774114 2.586027 0.109873
92 H 0.379630 4.047715 1.004006
93 H -1.007455 1.831540 3.500681
94 H -0.138323 3.329455 3.187490
95 H 0.582578 1.786710 2.704303

Forces on atoms 1 to 6 (eV/Å):
W -11.8 -3.7 -0.7
C -0.4 0.3 -0.6
Sb -0.8 -1.3 3.0
C 0.5 0.1 -0.3
C 0.1 0.2 -0.5
C 0.1 0.1 0.2


No. 3
ORCA calculation (ωB97M-V/def2-TZVPD) on a molecular structure, C5H8O2 in a non-equilibrium geometry.

The calculation puts the frontier orbital gap at 0.36804 Ha. The value obtained for the largest force on an atom is 0.1393 Eh/bohr.

Element x y z (Å)
1 C -0.790130 -0.793047 -0.092328
2 C 0.290058 -0.190016 -0.882003
3 C 0.129334 1.340545 -0.475212
4 C 0.110130 -0.257016 1.062890
5 C 1.412591 -0.698665 0.223444
6 H -2.014635 0.514569 0.227247
7 H -0.647443 -1.897469 -0.171739
8 H 0.336568 -0.542991 -1.926572
9 H -0.742575 1.877584 -0.966922
10 H 0.921902 2.079750 -0.259893
11 H -0.271891 -0.292250 2.066821
12 H 1.320928 -1.824800 0.057093
13 H 2.258571 -0.057816 0.398832
14 O -1.983025 -0.384727 -0.006264
15 O -0.330382 1.126346 0.744612

Forces on atoms 1 to 6 (eV/Å):
C 5.5 -3.7 2.6
C 3.0 1.8 -2.9
C -0.6 1.0 -3.2
C -1.4 -0.2 -0.3
C -4.9 0.7 -0.5
H 0.1 1.9 0.7